## one
The following is a DFT calculation (the ωB97M-V functional and the def2-TZVPD basis) of 2 unconnected molecules or ions with the total composition C3H8O2.

Bonds (Å) are listed after each position.
Cartesian coordinates (Å):
1 O -0.48048 1.11437 0.29574  C2 1.433, H6 0.966
2 C -1.08096 -0.17052 0.08976  O1 1.433, C3 1.515, H7 1.098, H8 1.099
3 C -0.57282 -0.71405 -1.22941  C2 1.515, H9 1.094, H10 1.094, H12 1.095
4 C 2.38409 0.03558 1.29603  O5 1.304, H11 1.138
5 O 2.19003 0.67749 0.17825  C4 1.304, H13 0.991
6 H -0.75494 1.45019 1.15850  O1 0.966
7 H -2.17328 -0.06222 0.07175  C2 1.098
8 H -0.81507 -0.84725 0.91322  C2 1.099
9 H -0.80150 -0.01435 -2.03875  C3 1.094
10 H -1.04862 -1.67402 -1.45134  C3 1.094
11 H 1.38270 0.06583 1.83559  C4 1.138
12 H 0.51074 -0.86633 -1.19609  C3 1.095
13 H 1.26013 1.00529 0.07676  O5 0.991

The value obtained for the HOMO-LUMO gap is 8.91 eV.

Per-atom Löwdin charges, elementary charge units: -0.112, -0.298, -0.079, -0.016, -0.097, 0.107, 0.115, 0.112, 0.084, 0.082, -0.016, 0.071, 0.046

***

## two
The following is a DFT calculation (the ωB97M-V functional and the def2-TZVPD basis) of 2 unconnected molecules or ions with the total composition C3H8O2.

Bonds (Å) are listed after each position.
Cartesian coordinates (Å):
1 C 1.27676 1.82947 0.04821  O2 1.409, H3 1.085, H4 1.083, H5 1.096
2 O 0.81823 0.78421 -0.77741  C1 1.409, H6 0.959
3 H 0.91054 2.80463 -0.25438  C1 1.085
4 H 0.91558 1.60851 1.04547  C1 1.083
5 H 2.37077 1.86772 0.09822  C1 1.096
6 H 0.97533 0.88409 -1.71781  O2 0.959
7 O -0.61150 -2.00245 -1.43727  C8 1.200
8 C -1.24234 -1.40603 -0.60949  O7 1.200, C9 1.503, H10 1.108
9 C -0.90824 -1.40861 0.85593  C8 1.503, H11 1.089, H12 1.094, H13 1.089
10 H -2.12753 -0.80651 -0.89915  C8 1.108
11 H -1.04995 -2.36320 1.36049  C9 1.089
12 H -1.47841 -0.63287 1.37642  C9 1.094
13 H 0.15077 -1.15896 0.91077  C9 1.089

The value obtained for the HOMO-LUMO gap is 10.47 eV. Its SMILES is CC=O.CO.

Per-atom Löwdin charges, elementary charge units: -0.156, -0.127, 0.074, 0.074, 0.079, 0.086, 0.036, -0.343, -0.061, 0.113, 0.080, 0.073, 0.071

***

Order of stability, best first: two, one

***

## one
The following is a DFT calculation (the ωB97M-V functional and the def2-TZVPD basis) of C3H8O2 in the gas phase.

Bonds (Å) are listed after each position.
Cartesian coordinates (Å):
1 C 1.28660 -0.68700 -0.39735  C2 1.536, H4 1.124, H5 1.109, H6 1.088
2 C 0.48517 0.33618 0.42097  C1 1.536, C3 1.510, H7 1.106, O12 1.430
3 C -0.95835 -0.06706 0.60524  C2 1.510, H9 1.105, H10 1.119, O13 1.443
4 H 1.34796 -1.68940 0.10670  C1 1.124
5 H 0.84097 -0.78841 -1.40797  C1 1.109
6 H 2.28133 -0.28439 -0.57550  C1 1.088
7 H 0.97521 0.50578 1.39790  C2 1.106
8 H -0.18439 1.47922 -0.94887  O12 0.982
9 H -1.01512 -1.08832 1.02321  C3 1.105
10 H -1.43799 0.62579 1.34082  C3 1.119
11 H -2.53324 0.07714 -0.62203  O13 0.961
12 O 0.49150 1.60010 -0.24733  C2 1.430, H8 0.982
13 O -1.57964 -0.01963 -0.69579  C3 1.443, H11 0.961

The value obtained for the HOMO-LUMO gap is 10.86 eV. Its SMILES is C[C@@H](O)CO.

Per-atom Löwdin charges, elementary charge units: -0.053, -0.437, -0.212, 0.093, 0.085, 0.072, 0.148, 0.089, 0.122, 0.132, 0.093, -0.056, -0.074

***

## two
The following is a DFT calculation (the ωB97M-V functional and the def2-TZVPD basis) of 2 unconnected molecules or ions with the total composition C3H8O2.

Bonds (Å) are listed after each position.
Cartesian coordinates (Å):
1 C 1.12507 0.86210 0.73443  C2 1.491, H3 1.163, H4 1.138, H5 1.138
2 C 1.80393 -0.21471 -0.04269  C1 1.491, H6 1.067, H7 1.109, H8 1.089
3 H -0.03415 0.76702 0.70937  C1 1.163
4 H 1.28067 0.91590 1.86077  C1 1.138
5 H 1.24716 1.97583 0.53466  C1 1.138
6 H 1.68314 -1.10809 0.52755  C2 1.067
7 H 2.85761 -0.04896 -0.34787  C2 1.109
8 H 1.40361 -0.46659 -1.02368  C2 1.089
9 O -1.85435 -1.02868 0.76277  C10 1.171
10 C -2.45599 -0.64144 -0.16386  O9 1.171, O11 1.358, H12 1.107
11 O -2.07316 -0.95588 -1.42811  C10 1.358, H13 0.942
12 H -3.20751 0.17101 -0.17613  C10 1.107
13 H -1.77602 -0.22750 -1.94720  O11 0.942

The value obtained for the HOMO-LUMO gap is 11.80 eV. Its SMILES is O=CO.CC.

Per-atom Löwdin charges, elementary charge units: -0.205, -0.184, 0.063, 0.077, 0.071, 0.057, 0.073, 0.056, 0.109, -0.397, 0.050, 0.142, 0.088

***

## three
The following is a DFT calculation (the ωB97M-V functional and the def2-TZVPD basis) of 2 unconnected molecules or ions with the total composition C3H8O2.

Bonds (Å) are listed after each position.
Cartesian coordinates (Å):
1 C -0.99464 2.28072 0.95978  O2 1.423, H3 1.076, H4 1.093, H5 1.089
2 O 0.40382 2.02072 0.93792  C1 1.423, H6 0.951
3 H -1.57593 1.38280 0.83935  C1 1.076
4 H -1.14287 2.72030 1.94988  C1 1.093
5 H -1.42111 3.00868 0.27122  C1 1.089
6 H 0.88327 2.17331 0.13076  O2 0.951
7 O 0.79737 -0.18187 -1.00260  C8 1.209
8 C 0.88515 -1.35015 -1.30135  O7 1.209, C9 1.497, H10 1.096
9 C 0.29970 -2.35365 -0.35672  C8 1.497, H11 1.119, H12 1.074, H13 1.101
10 H 1.45448 -1.71806 -2.16197  C8 1.096
11 H -0.42761 -3.02514 -0.87777  C9 1.119
12 H -0.24477 -1.99148 0.49550  C9 1.074
13 H 1.08313 -2.96618 0.11599  C9 1.101

The value obtained for the HOMO-LUMO gap is 10.84 eV. Its SMILES is CC=O.CO.

Per-atom Löwdin charges, elementary charge units: -0.162, -0.128, 0.062, 0.076, 0.072, 0.056, 0.033, -0.293, -0.066, 0.113, 0.088, 0.067, 0.082

***

Order of stability, best first: one, two, three

***

## one
The following is a DFT calculation (the ωB97M-V functional and the def2-TZVPD basis) of C3H8O2 in the gas phase.

Bonds (Å) are listed after each position.
Cartesian coordinates (Å):
1 C -1.61565 0.24864 0.28320  C2 1.520, H6 1.096, H7 1.089, H8 1.098
2 C -0.29700 -0.41321 -0.08332  C1 1.520, O3 1.413, C4 1.536, H9 1.108
3 O -0.28256 -0.32217 -1.49374  C2 1.413, H10 0.962
4 C 0.97093 0.24443 0.48113  C2 1.536, O5 1.425, H11 1.099, H12 1.103
5 O 2.05665 -0.42796 -0.15163  C4 1.425, H13 0.961
6 H -1.55008 1.32794 0.10117  C1 1.096
7 H -1.91788 0.06173 1.31289  C1 1.089
8 H -2.39813 -0.12346 -0.39046  C1 1.098
9 H -0.24515 -1.47033 0.24415  C2 1.108
10 H 0.49806 -0.78749 -1.80860  O3 0.962
11 H 0.96004 1.31804 0.24462  C4 1.099
12 H 1.06546 0.13806 1.57480  C4 1.103
13 H 2.75703 0.20265 -0.34028  O5 0.961

The value obtained for the HOMO-LUMO gap is 11.01 eV. Its SMILES is C[C@@H](O)CO.

Per-atom Löwdin charges, elementary charge units: -0.048, -0.443, -0.043, -0.214, -0.071, 0.083, 0.078, 0.085, 0.147, 0.086, 0.126, 0.124, 0.090

***

## two
The following is a DFT calculation (the ωB97M-V functional and the def2-TZVPD basis) of 2 unconnected molecules or ions with the total composition C3H8O2.

Bonds (Å) are listed after each position.
Cartesian coordinates (Å):
1 O 1.65383 0.48290 -0.34566  C2 1.198
2 C 0.95974 -0.03387 -1.17352  O1 1.198, C3 1.516, H5 1.114
3 C -0.52842 -0.31257 -1.09287  C2 1.516, C4 1.509, H6 1.093, H7 1.092
4 C -1.22889 0.58578 -0.10263  C3 1.509, H8 1.085, H9 1.095, H10 1.098
5 H 1.37928 -0.32689 -2.16349  C2 1.114
6 H -0.51817 -1.38753 -0.89646  C3 1.093
7 H -0.86384 -0.02772 -2.09214  C3 1.092
8 H -0.77413 1.51405 0.22592  C4 1.085
9 H -1.45880 0.07358 0.83747  C4 1.095
10 H -2.20494 0.91553 -0.48266  C4 1.098
11 H 1.33415 -0.41035 1.65968  O13 0.992
12 H 1.47181 -0.62930 3.14566  O13 0.979
13 O 0.77837 -0.44361 2.48072  H11 0.992, H12 0.979

The value obtained for the HOMO-LUMO gap is 10.88 eV. Its SMILES is CCC=O.O.

Per-atom Löwdin charges, elementary charge units: 0.047, -0.281, -0.202, -0.113, 0.120, 0.125, 0.108, 0.078, 0.070, 0.072, 0.023, 0.043, -0.091

***

Order of stability, best first: one, two

***

## one
The following is a DFT calculation (the ωB97M-V functional and the def2-TZVPD basis) of a gas-phase ion, C6H8N (charge +1).

Bonds (Å) are listed after each position.
Cartesian coordinates (Å):
1 C 0.83703 0.50840 1.18188  C2 1.276, C4 1.451, H8 1.123
2 C 1.34856 -0.34842 0.38696  C1 1.276, C5 1.399
3 C -1.27027 -0.19123 -0.82235  C6 1.450, N7 1.317, H15 1.169
4 C -0.46897 1.13507 1.09585  C1 1.451, N7 1.286, H9 1.058
5 C 2.03138 -1.35577 -0.30312  C2 1.399, H10 1.082, H11 1.119, H12 1.059
6 C -2.35765 0.75398 -0.66241  C3 1.450, N7 1.400, H13 1.058, H14 1.087
7 N -1.18191 0.74644 0.09816  C3 1.317, C4 1.286, C6 1.400
8 H 1.50828 0.91720 1.98455  C1 1.123
9 H -0.60342 2.17035 1.26730  C4 1.058
10 H 1.55081 -2.32355 -0.35517  C5 1.082
11 H 3.09810 -1.56500 -0.03631  C5 1.119
12 H 2.32419 -1.04923 -1.27354  C5 1.059
13 H -2.45159 1.51833 -1.38765  C6 1.058
14 H -3.27971 0.41825 -0.19552  C6 1.087
15 H -1.08483 -1.33482 -0.97863  C3 1.169

Its net charge is +1. The value obtained for the HOMO-LUMO gap is 5.75 eV.

Per-atom Löwdin charges, elementary charge units: -0.008, 0.121, 0.024, -0.075, -0.020, -0.042, -0.110, 0.195, 0.127, 0.116, 0.168, 0.097, 0.107, 0.128, 0.174

***

## two
The following is a DFT calculation (the ωB97M-V functional and the def2-TZVPD basis) of a gas-phase ion, C6H8N (charge +1).

Bonds (Å) are listed after each position.
Cartesian coordinates (Å):
1 C -4.44820 -0.02920 1.72755  C2 1.199, H8 1.087
2 C -3.38823 -0.21797 1.19908  C1 1.199, C3 1.319
3 C -2.20038 -0.20868 0.62528  C2 1.319, C4 1.234
4 C -1.05881 -0.41498 0.20493  C3 1.234, N7 1.356
5 C 0.51341 1.25464 -0.47655  N7 1.485, H9 1.144, H10 1.169, H11 1.045
6 C 1.15056 -1.05853 -0.03338  N7 1.529, H12 1.061, H13 1.113, H14 1.036
7 N 0.03502 -0.14903 -0.55057  C4 1.356, C5 1.485, C6 1.529, H15 1.066
8 H -5.22790 -0.00995 2.48528  C1 1.087
9 H 0.94831 1.60843 -1.47342  C5 1.144
10 H -0.53711 1.73744 -0.30591  C5 1.169
11 H 1.19602 1.43931 0.29334  C5 1.045
12 H 0.75315 -1.99586 0.26528  C6 1.061
13 H 1.93486 -1.14987 -0.81800  C6 1.113
14 H 1.54149 -0.62465 0.82172  C6 1.036
15 H -0.14335 -0.52879 -1.53061  N7 1.066

Its net charge is +1. The value obtained for the HOMO-LUMO gap is 9.76 eV. Its SMILES is C#CC#C[NH+](C)C.

Per-atom Löwdin charges, elementary charge units: 0.219, -0.122, 0.020, -0.025, 0.037, 0.044, -0.182, 0.081, 0.143, 0.148, 0.084, 0.101, 0.135, 0.081, 0.235

***

Order of stability, best first: two, one